19
Properties=species:S:1:pos:R:3:forces:R:3:lowdin_charge:R:1 method="wB97M-V/def2-TZVPD" homo_ev="-12.367 / -12.445" charge=+1 e_lumo_ev="-5.02 / -5.51" homo_lumo_gap_ha="0.2702 / 0.2550"
C 0.26814 -1.58410 -1.60066 0.682 -1.974 -0.220 -0.084
O 1.25096 -0.76692 -0.88675 -1.741 0.618 -1.545 -0.165
C 1.26415 -0.78711 0.51647 -0.248 -0.253 1.441 -0.176
C 1.04457 0.60838 1.06775 1.001 -0.062 0.447 -0.129
O -0.22498 1.09574 0.62251 0.380 -0.840 0.567 -0.285
C -0.63631 2.30891 1.23499 -0.426 1.156 0.489 -0.018
H 0.70440 -1.75399 -2.59814 -0.461 0.242 0.429 0.117
H 0.16958 -2.53121 -1.03218 -0.264 0.477 -0.435 0.120
H 2.24122 -1.14366 0.87621 -0.296 0.011 -0.205 0.159
H 0.46723 -1.44228 0.91061 0.323 0.013 -0.126 0.151
H 1.83429 1.29938 0.73487 -0.256 -0.146 0.030 0.158
H 1.04608 0.57114 2.16755 -0.067 0.005 -0.311 0.158
H -1.61529 2.56837 0.81745 0.310 0.037 0.125 0.111
H -0.72293 2.16880 2.32124 -0.029 -0.120 -0.350 0.121
H 0.10467 3.09741 1.03936 -0.288 -0.217 -0.084 0.121
Ga -0.83232 0.35425 -1.05731 -0.401 1.324 -1.476 0.758
O -2.29196 -0.91012 -0.71729 0.656 -0.195 -1.834 -0.152
C -1.78866 -1.15670 -1.93952 0.251 -0.622 3.397 -0.087
H -2.28284 -1.99626 -2.47716 0.872 0.547 -0.338 0.122


20
Properties=species:S:1:pos:R:3:forces:R:3:lowdin_charge:R:1 method="wB97M-V/def2-TZVPD" homo_ev=-8.524 e_lumo_ev=0.23 homo_lumo_gap_ha=0.3217
C -0.41928 -2.16742 -0.43836 3.352 1.840 0.796 -0.483
C -0.58056 0.58117 0.90138 0.480 -1.464 2.031 -0.163
C 1.98372 -0.40940 1.11615 -2.146 -1.348 -3.858 -0.593
C -0.06046 -0.83512 -1.22891 0.885 -1.533 1.226 -0.381
C 0.36008 0.25320 -0.22989 1.909 -0.775 2.517 -0.733
N -1.25355 -0.44675 -1.95668 0.121 -2.174 -1.964 0.017
O -1.69321 -2.12912 -0.15823 -0.759 -2.517 1.108 0.129
O 0.46483 -2.86832 0.04712 -2.446 0.672 -0.989 0.083
S 0.88681 1.68851 -1.10330 0.908 1.118 1.036 0.735
I 3.79042 -0.17654 0.12224 0.119 -0.307 -0.049 0.761
H -0.64942 -0.37022 1.56499 -0.499 1.380 -1.217 0.111
H -0.06782 1.27044 1.64256 -0.920 -0.228 -1.224 0.083
H -1.56558 0.92264 0.54089 0.358 -0.024 0.466 0.086
H 1.69182 -1.41779 1.44882 0.409 0.454 -0.506 0.012
H 1.96070 0.29633 1.85053 -0.385 1.947 1.894 -0.063
H 0.78747 -1.06255 -1.87382 0.183 0.039 -0.043 0.135
H -2.13329 -1.58366 -0.81379 -0.324 0.988 -0.242 0.080
H -1.38174 -1.31620 -2.66318 0.254 3.278 1.263 0.174
H -0.95161 0.42427 -2.39805 -0.949 -0.358 -0.734 0.056
H 1.23050 2.46783 0.04196 -0.549 -0.988 -1.511 -0.046


19
Properties=species:S:1:pos:R:3:forces:R:3:lowdin_charge:R:1 method="wB97M-V/def2-TZVPD" homo_ev="-16.317 / -19.127" charge=+2 spin_multiplicity=2 e_lumo_ev="-8.51 / -8.98" homo_lumo_gap_ha="0.2870 / 0.3729"
C -1.25063 -2.53108 -0.12083 -1.714 -1.115 -2.307 -0.234
O -0.45704 -2.31414 0.99445 -2.076 -5.133 -2.394 -0.535
C -0.72375 -1.79585 -1.35224 0.097 -0.874 -0.270 -0.114
O -0.57359 -0.41254 -0.99578 0.022 0.497 0.758 -0.117
C 0.64535 0.15661 -1.08350 0.525 -0.246 0.174 -0.118
C 0.73247 1.48849 -0.44351 0.106 0.558 -1.025 -0.133
O 0.60339 1.30250 0.98705 0.306 1.844 -1.058 -0.534
C 0.62502 2.50475 1.75293 0.013 1.100 0.304 -0.022
La 0.23830 -0.73466 1.70696 2.591 3.123 4.847 2.353
H -2.29792 -2.20950 0.04734 0.475 -0.159 0.225 0.147
H -1.28700 -3.60443 -0.38876 -0.001 0.410 0.307 0.158
H -1.43246 -1.84442 -2.18858 0.178 -0.102 0.277 0.163
H 0.24701 -2.21224 -1.65839 -0.209 0.209 -0.014 0.147
H 1.42096 -0.28452 -1.71095 -0.312 0.151 0.022 0.154
H -0.09201 2.15009 -0.75820 0.297 -0.112 -0.005 0.166
H 1.70813 1.95060 -0.64295 -0.305 -0.047 -0.015 0.161
H 0.56845 2.22746 2.80969 0.008 0.091 -0.062 0.103
H 1.56522 3.03869 1.56422 -0.275 -0.096 0.104 0.128
H -0.23990 3.12418 1.48106 0.274 -0.098 0.132 0.128


20
Properties=species:S:1:pos:R:3:forces:R:3:lowdin_charge:R:1 method="wB97M-V/def2-TZVPD" homo_ev="-7.488 / -7.694" spin_multiplicity=6 e_lumo_ev="0.40 / 0.21" homo_lumo_gap_ha="0.2897 / 0.2906"
O 1.67827 -1.26621 -1.79352 -0.096 0.392 -0.663 -0.252
C 0.49532 -1.51580 -2.32371 -0.143 -0.700 0.260 -0.296
C -0.64559 -1.53937 -1.60142 -0.872 0.514 -0.821 -0.165
O 1.55058 -1.66793 1.75800 0.087 0.557 -0.096 -0.411
C -1.38523 -0.33244 0.58853 -0.709 0.023 -3.689 -0.064
C -0.63022 0.73551 1.34141 0.768 -0.611 1.246 -0.181
O 0.61602 1.03189 0.70672 -0.668 1.007 0.173 -0.300
C 0.66739 2.27120 0.00677 0.075 0.343 -0.204 -0.045
H 0.46386 -1.88090 -3.36009 -0.024 0.310 0.238 0.114
H -1.62886 -1.84399 -1.95797 0.341 0.091 0.079 0.107
H -2.17657 -0.78412 1.20264 0.767 -0.575 -0.131 0.137
H -1.90948 0.17600 -0.23630 -0.185 0.006 0.292 0.122
H -1.23858 1.64172 1.45755 0.062 -0.224 -0.218 0.138
H -0.38097 0.38383 2.35085 0.018 0.078 -0.232 0.128
H 1.37788 2.13901 -0.81623 -0.199 0.169 0.116 0.101
H -0.32469 2.53151 -0.38855 0.325 -0.054 0.005 0.104
H 1.02455 3.05868 0.68367 -0.130 -0.127 -0.185 0.102
Mn 1.46765 -0.71726 0.06264 1.493 -1.573 0.781 0.956
O -0.51029 -1.27917 -0.24080 -1.094 0.536 2.967 -0.232
H 1.48895 -1.14216 2.55982 0.184 -0.162 0.085 -0.063


16
Properties=species:S:1:pos:R:3:forces:R:3:lowdin_charge:R:1 method="wB97M-V/def2-TZVPD" homo_ev=-13.229 charge=+1 e_lumo_ev=-3.36 homo_lumo_gap_ha=0.3628
C -1.49293 0.72045 0.32971 1.086 4.908 0.801 -0.061
C -0.11997 0.16848 0.72366 -0.564 0.310 1.159 -0.284
C 0.93183 0.31484 -0.23848 -3.703 0.036 -1.067 -0.119
C -0.49249 -1.01138 -0.12023 2.591 3.620 -0.127 -0.005
C 2.29197 -0.05042 0.05016 -1.265 -0.082 1.223 -0.027
N -1.71769 -0.37582 -0.62364 -1.241 -2.531 1.270 0.103
H -2.11965 0.85924 1.28662 0.204 -0.840 -2.106 0.177
H -1.45432 1.73099 -0.26485 -0.193 -1.771 1.365 0.173
H 0.21680 0.07908 1.74317 -0.461 0.094 0.518 0.153
H 0.80492 0.97750 -1.07788 -0.622 0.038 -0.280 0.136
H -0.06863 -1.93361 -0.18337 0.248 -2.644 -0.521 0.104
H 2.25552 -1.06778 -0.16854 1.406 -2.018 -0.107 0.086
H 2.47134 0.18139 1.08921 0.630 -0.205 0.260 0.110
H 2.81803 0.52432 -0.62706 2.019 0.644 -1.088 0.080
H -2.56013 -0.86733 -0.30176 0.060 -0.260 -0.580 0.194
H -1.76458 -0.24996 -1.61671 -0.196 0.700 -0.720 0.180


16
Properties=species:S:1:pos:R:3:forces:R:3:lowdin_charge:R:1 method="wB97M-V/def2-TZVPD" homo_ev=-15.739 charge=+1 e_lumo_ev=-3.95 homo_lumo_gap_ha=0.4333
C -2.18797 0.00638 -0.43171 -0.498 1.235 -1.217 0.097
C -1.75852 0.93290 0.35306 -0.125 -1.616 0.023 0.121
C 1.28666 -1.15483 0.44550 -0.851 -0.027 1.487 -0.055
C 0.90133 1.10103 -0.37850 0.859 2.782 -1.482 -0.092
C 0.35497 -0.26229 -0.38854 1.030 -3.726 -3.814 -0.436
N -0.93148 -0.33599 0.30041 -2.305 -0.747 -0.093 -0.050
H -2.80121 -0.38726 -1.31575 1.175 0.522 1.694 0.181
H -1.49661 1.79289 0.93754 -0.577 0.307 -0.115 0.143
H 1.04022 -2.19988 0.32058 -0.419 -0.305 0.318 0.081
H 2.37631 -1.16467 0.47710 -0.055 0.881 -1.051 0.101
H 1.02178 -0.76423 1.46432 0.369 -0.981 -0.307 0.105
H 1.89259 1.15556 -0.96543 -1.683 -0.194 0.830 0.136
H 1.16471 1.34390 0.67206 -0.212 0.131 -0.529 0.104
H 0.21129 1.92971 -0.81345 1.185 -1.424 0.702 0.117
H 0.08913 -0.86620 -1.61299 1.089 2.275 3.623 0.251
H -1.16321 -1.12700 0.93578 1.018 0.887 -0.068 0.197


16
Properties=species:S:1:pos:R:3:forces:R:3:lowdin_charge:R:1 method="wB97M-V/def2-TZVPD" homo_ev=-14.639 charge=+1 e_lumo_ev=-3.64 homo_lumo_gap_ha=0.4041
C 0.64423 0.65080 -0.23636 -0.346 -2.702 1.585 -0.143
C 0.45093 -0.55316 0.24212 2.252 -3.062 -1.263 0.071
C 1.14517 1.75651 -0.97725 -1.408 0.763 -3.041 -0.001
C 0.93036 -2.58281 0.34247 -0.420 1.603 0.886 0.123
C -1.91907 0.45530 0.24440 -0.632 0.310 1.288 0.014
N -0.47690 0.43044 0.70891 -3.747 0.387 -0.218 -0.069
H 0.35546 2.51500 -1.19637 0.452 -0.549 0.440 0.120
H 1.45642 1.42399 -1.99271 -0.075 -0.030 0.668 0.123
H 1.96463 2.24214 -0.56197 1.448 0.796 1.087 0.077
H 0.07171 -3.31298 0.23612 0.464 1.628 -0.335 0.056
H 1.16240 -2.57232 1.46596 0.423 0.014 -2.066 0.062
H 1.72436 -2.77366 -0.47800 -1.218 0.878 1.814 0.082
H -2.11233 1.49944 0.02541 -0.273 0.100 -0.238 0.094
H -2.20611 -0.17562 -0.58429 0.634 -0.211 -0.272 0.098
H -2.57222 0.17756 1.12284 0.807 0.208 -0.852 0.119
H -0.61904 0.81936 1.63872 1.638 -0.133 0.518 0.174


16
Properties=species:S:1:pos:R:3:forces:R:3:lowdin_charge:R:1 method="wB97M-V/def2-TZVPD" smiles="CC1=[N+](C)[C@H]1C" homo_ev=-14.881 charge=+1 e_lumo_ev=-6.03 homo_lumo_gap_ha=0.3253
C 1.74389 -1.30302 -0.13219 1.852 0.471 -4.158 0.038
C 0.53106 -0.65658 0.01523 -2.826 8.011 -2.258 0.034
N -0.07144 0.73021 -0.25775 2.473 -5.448 2.270 0.055
C 0.34943 2.10543 0.07869 3.221 -1.555 -2.517 -0.010
C -0.74448 -0.37296 0.57641 -1.113 1.566 -2.861 -0.203
C -1.99130 -0.68059 -0.21367 -1.927 -3.051 3.653 -0.018
H 1.72326 -2.08275 -0.89268 -0.940 -1.107 0.403 0.143
H 1.99258 -1.66033 0.78573 1.191 -1.537 2.670 0.096
H 2.55169 -0.80110 -0.71768 -0.473 0.842 1.307 0.143
H 1.29244 2.18781 -0.59067 -1.314 0.634 1.679 0.138
H 0.45545 2.28797 1.10379 1.064 -0.559 1.829 0.076
H -0.30620 2.89314 -0.12236 -1.724 0.549 -1.501 0.071
H -0.67058 -0.26627 1.60753 -0.663 -0.060 2.138 0.142
H -1.91027 -0.38140 -1.18228 0.678 1.044 -2.632 0.044
H -2.94008 -0.17461 0.19889 1.509 -1.213 -0.264 0.132
H -2.00545 -1.82496 -0.25698 -1.007 1.414 0.240 0.120


16
Properties=species:S:1:pos:R:3:forces:R:3:lowdin_charge:R:1 method="wB97M-V/def2-TZVPD" homo_ev="-13.696 / -13.695" charge=+1 e_lumo_ev="-5.54 / -5.54" homo_lumo_gap_ha="0.2996 / 0.2995"
C 1.49429 0.71669 0.27718 -0.021 -1.791 -0.892 0.065
C -0.44184 -0.42353 -0.53626 0.998 -1.004 0.508 -0.015
C 1.21809 1.20977 1.64537 0.546 1.633 -1.146 -0.105
C -1.09200 0.87402 -0.80981 -1.552 -0.868 0.561 -0.070
C -1.16705 -2.83936 -0.81169 0.069 -0.231 -0.339 0.110
N -0.87550 -1.60304 -0.76565 1.004 1.461 1.047 0.063
H 1.56810 1.40858 -0.54843 -0.506 -0.026 -0.267 0.082
H 0.17207 1.14773 1.86518 -0.590 -0.327 0.603 0.075
H 1.44025 2.33367 1.73489 -0.060 -1.609 -0.248 0.136
H 1.86949 0.61689 2.24426 -0.087 -0.160 1.251 0.077
H -2.13032 0.79745 -1.05821 -0.857 -0.250 -0.090 0.083
H -0.63162 1.18933 -1.70689 0.825 0.926 -0.860 0.087
H -1.03009 1.58656 0.01466 0.488 -0.094 -0.259 0.087
H 2.21249 -0.11654 0.17747 -0.576 0.468 0.072 0.093
H -1.08707 -3.41773 -1.74514 0.207 0.696 0.143 0.111
H -1.51928 -3.48049 0.02308 0.112 1.178 -0.084 0.120


16
Properties=species:S:1:pos:R:3:forces:R:3:lowdin_charge:R:1 method="wB97M-V/def2-TZVPD" smiles="CC([NH3+])=C1CC1" homo_ev=-13.691 charge=+1 e_lumo_ev=-3.62 homo_lumo_gap_ha=0.3703
C -1.60239 1.29572 -0.00422 -0.133 -0.010 0.048 -0.045
C -0.63324 0.17258 -0.03687 4.182 0.709 0.034 -0.284
N -1.29445 -1.17938 -0.01068 -0.018 0.082 0.029 0.226
C 0.74361 0.21796 -0.02920 0.051 -0.250 -0.060 0.000
C 2.56209 0.65527 -0.00355 -4.150 -0.438 -0.070 0.104
C 1.90816 -0.70262 -0.00334 -0.123 -0.310 0.024 -0.219
H -2.10733 1.34073 0.96164 -0.095 0.072 0.061 0.094
H -2.36591 1.19963 -0.77763 -0.050 0.015 -0.080 0.089
H -1.07874 2.23362 -0.16063 0.037 -0.015 0.023 0.099
H -2.07488 -1.16730 -0.68168 0.209 -0.245 0.145 0.174
H -1.68854 -1.36859 0.92156 0.073 -0.032 -0.244 0.182
H -0.63800 -1.93384 -0.25194 -0.216 0.277 0.055 0.174
H 2.86308 1.10457 -0.93021 0.077 0.063 -0.196 0.086
H 2.79866 1.13948 0.92270 0.149 0.054 0.240 0.085
H 2.08958 -1.30202 -0.89231 -0.019 0.001 -0.060 0.117
H 2.04529 -1.29895 0.89576 0.027 0.025 0.051 0.117


16
Properties=species:S:1:pos:R:3:forces:R:3:lowdin_charge:R:1 method="wB97M-V/def2-TZVPD" smiles=CC#[N+]CCC homo_ev=-14.784 charge=+1 e_lumo_ev=-3.75 homo_lumo_gap_ha=0.4055
C 1.32228 2.39276 2.44113 -0.628 -0.167 2.709 0.020
C 0.82954 1.45655 1.50408 -1.356 -4.035 -3.379 0.051
N 0.39654 0.75984 0.66105 1.264 2.020 3.706 0.171
C -0.25753 0.15152 -0.43082 0.000 -1.513 -3.704 -0.085
C -1.06031 -1.44822 -0.78927 0.920 2.133 3.457 -0.139
C -0.45466 -2.20726 -1.92488 -1.643 -0.997 -0.307 -0.122
H 2.39843 2.45431 2.62603 -0.186 -0.575 -0.199 0.124
H 0.72425 2.37064 3.43994 1.058 -0.160 -1.762 0.165
H 1.04168 3.25376 1.92222 -0.350 2.236 -0.428 0.089
H 0.47443 0.28282 -1.31624 -1.148 -0.191 1.396 0.148
H -1.14086 0.74371 -0.64824 0.285 0.576 0.233 0.107
H -1.99397 -0.94709 -1.04235 -0.093 -0.638 0.053 0.081
H -1.14614 -1.98546 0.23241 0.022 0.708 -1.938 0.130
H 0.09627 -1.59738 -2.62002 0.242 0.203 -0.231 0.069
H 0.12597 -3.04995 -1.57006 0.308 0.016 -0.126 0.077
H -1.35593 -2.63055 -2.48497 1.306 0.386 0.522 0.115


16
Properties=species:S:1:pos:R:3:forces:R:3:lowdin_charge:R:1 method="wB97M-V/def2-TZVPD" smiles="CC1=CC[N@H+]1C" homo_ev=-14.562 charge=+1 e_lumo_ev=-3.31 homo_lumo_gap_ha=0.4136
C 2.01723 0.60253 0.07902 -1.115 -0.255 -3.269 0.003
C 0.84780 -0.34053 0.00657 -0.972 0.154 0.245 -0.153
C 0.50859 -1.62306 0.22608 -0.686 2.119 0.218 0.069
C -0.97932 -1.37228 -0.02104 1.140 0.108 0.446 -0.033
N -0.63733 0.06681 -0.37941 2.584 0.299 -3.059 -0.068
C -1.34165 1.17220 0.20552 -0.962 1.262 -1.217 -0.021
H 2.57315 0.59474 -0.89872 -1.080 0.372 0.050 0.113
H 2.77771 0.05978 0.53703 1.185 -0.160 2.327 0.070
H 1.74669 1.65510 0.26351 0.449 -0.707 0.703 0.105
H 1.09021 -2.48667 0.47020 0.026 -0.278 0.167 0.122
H -1.35810 -2.05330 -0.73842 -0.858 0.062 -1.226 0.122
H -1.68235 -1.21746 0.77592 -0.041 -0.752 0.832 0.130
H -0.61446 0.34628 -1.43625 -0.151 -1.380 2.096 0.241
H -1.48408 1.29481 1.21339 1.008 -0.412 2.844 0.091
H -1.11046 2.11851 -0.23592 1.240 0.503 -0.159 0.112
H -2.35363 1.18253 -0.06748 -1.768 -0.936 -0.997 0.098